Record 1
DFT (ωB97M-V/def2-TZVPD) results for C44H30BrClHgIN3O3PS as an isolated structure in a non-equilibrium geometry.

Total charge: -2
Energy relative to the best compared isomer or geometry (same formula, charge and spin): 13.0 kcal per mole
Multiplicity: 2
⟨S²⟩: 0.822
E_LUMO (alpha / beta): 2.84 / 2.84 eV
Gap between HOMO and LUMO (alpha / beta): 2.18 / 2.79 eV

CARTESIAN COORDINATES (ANGSTROEM)
C 3.823 -0.881 -2.398
H 4.773 -2.428 -3.673
H 6.772 2.126 -3.932
H -5.405 2.250 -3.599
C 0.650 -2.574 3.115
C -1.875 0.719 -3.545
C 1.466 -2.231 -2.925
C 3.669 1.336 -0.553
C -4.524 -3.499 1.900
C -2.635 0.663 -4.748
H -1.976 -3.403 4.144
C 3.836 -2.071 -3.212
C 2.565 -0.573 -1.809
C 4.619 2.386 -6.592
H 3.032 -0.606 5.501
H 5.404 -0.936 -6.489
C -2.529 -1.762 2.815
C 4.584 1.026 -6.975
H 2.264 -3.980 2.995
H -5.235 -4.218 1.532
C 4.842 1.055 -1.187
Cl -0.861 -2.701 -0.112
H -5.132 -1.859 0.620
N 5.945 -0.444 -4.115
H 2.572 -3.437 -4.276
C -3.404 3.115 6.358
C -3.420 4.055 5.330
C -4.390 1.866 -3.606
C -2.191 1.582 4.872
H 0.906 0.413 4.741
C 4.941 -0.021 -2.135
C -4.900 1.106 -5.907
C -3.623 1.962 -2.457
C -3.558 -1.294 1.957
H -3.368 1.207 8.080
O -5.883 1.822 -6.023
H -3.675 -0.198 1.806
C -1.794 0.223 4.678
I -0.225 2.596 2.752
C -2.786 1.844 6.160
P -1.283 -0.507 3.149
H -0.020 -3.187 2.559
C -1.722 -0.615 5.772
C -3.915 1.251 -4.780
C 0.245 -1.330 3.604
H 3.769 -2.757 4.433
O 1.532 0.548 0.098
H -2.198 0.194 -5.600
N 6.035 0.057 -2.917
C -3.587 -3.909 2.852
O -4.737 0.015 -6.762
H -2.044 -1.026 7.836
Hg -1.052 -0.429 -0.264
C 5.905 0.549 -5.069
C -2.604 -3.050 3.353
H 0.553 -2.825 -3.038
H -3.568 -4.922 3.237
C 2.498 0.453 -0.677
C 1.949 -3.045 3.390
C 5.520 2.872 -5.622
C 5.366 0.135 -6.300
H -1.324 -1.587 5.554
H -3.918 3.305 7.295
Br 3.272 3.477 -7.239
C -2.187 -0.306 7.039
C 2.371 -1.139 4.774
C -2.792 0.916 7.191
H 3.539 2.197 0.083
C -4.452 -2.183 1.428
H -3.877 5.072 5.446
S -1.233 1.790 -1.097
H 3.899 0.708 -7.731
H -4.100 -0.718 -6.549
C 2.819 -2.364 4.221
H -0.893 0.215 -3.475
C 2.630 -2.639 -3.559
H 5.663 3.923 -5.464
H 5.767 1.641 -1.154
N 1.428 -1.187 -2.142
H -2.766 4.511 3.331
C -2.699 3.794 4.156
H -4.118 2.504 -1.624
C 6.157 1.920 -4.810
C 1.146 -0.602 4.406
C -1.938 2.637 3.993
C -2.307 1.412 -2.411

Record 2
DFT (ωB97M-V/def2-TZVPD) results for C44H31BrN7O7STa as an isolated structure in a non-equilibrium geometry.

Energy relative to the best compared isomer or geometry (same formula, charge and spin): 100.1 kcal per mole
E_LUMO: -1.40 eV
Gap between HOMO and LUMO: 5.84 eV

CARTESIAN COORDINATES (ANGSTROEM)
C -2.199 0.484 -0.766
N -0.242 2.310 2.578
C 2.040 0.211 -0.009
O 1.736 0.721 1.124
H -5.327 1.179 -4.076
C 1.610 -3.773 0.627
C 1.948 -5.551 -0.906
C -1.631 1.629 -3.003
C 1.178 6.564 1.646
C 0.507 1.819 3.659
H -0.098 3.658 0.266
H 0.263 6.371 3.587
H -4.308 4.348 -0.269
S 0.594 0.088 3.839
C 5.500 1.557 -0.543
C -1.119 3.296 0.258
H -3.299 -5.127 0.822
C 1.918 5.938 0.658
C -2.538 1.019 -2.132
C -0.917 -3.656 -3.325
O -0.665 -2.031 2.619
O 2.169 -3.723 2.928
C 2.272 -4.970 0.282
C 0.977 -4.944 -1.737
H 1.084 -6.402 -3.322
H -1.643 -3.153 -3.952
H -1.047 -2.173 -1.801
H -3.709 2.314 -5.594
H -2.981 -2.947 -0.192
Br 7.296 1.731 -2.733
H 2.424 -6.469 -1.230
C 1.290 4.588 3.006
C -2.074 2.098 -4.241
Ta 0.163 -0.718 1.564
H 2.996 -5.390 0.965
H -3.004 -6.623 2.767
N 0.695 -3.190 -0.092
N -2.313 -0.868 -0.734
N 1.026 3.957 4.255
O -0.794 0.919 -0.301
C -2.270 -2.636 0.570
C 0.363 -3.748 -1.292
C 2.353 4.631 0.855
H -0.598 -5.271 -4.727
C -2.140 4.080 -0.089
C -3.390 1.946 -4.627
C 5.673 1.259 -1.887
C -3.858 0.865 -2.551
H 2.381 2.934 2.151
O 1.201 -0.583 -0.501
H 1.307 4.482 5.066
H -1.627 -5.924 4.683
C -1.353 1.874 0.620
H -1.939 5.103 -0.382
H 2.940 4.132 0.093
H 4.150 1.432 1.121
N 1.018 2.641 4.502
C -2.773 1.354 0.458
H -1.346 2.571 -4.888
C 2.048 3.954 2.022
C 3.501 0.276 -2.000
C 4.308 1.217 0.072
C 3.311 0.579 -0.655
H 2.712 -0.224 -2.546
C 4.686 0.622 -2.625
C 0.610 -5.486 -2.991
C -3.527 3.627 -0.064
H -4.863 2.031 0.245
C -2.041 -3.582 1.632
C -2.516 -5.658 2.750
C -1.095 -4.032 3.841
O -0.307 1.787 -2.747
H -4.549 0.362 -1.884
H 0.831 7.580 1.506
N -1.809 -1.426 0.413
C -0.588 -3.105 -2.117
N -0.658 1.428 1.825
H -0.128 1.448 -1.854
C -0.321 -4.856 -3.767
C -1.738 -5.260 3.835
H 6.290 2.046 0.010
O 1.778 -1.778 1.887
C -2.677 -4.827 1.656
C -4.296 1.316 -3.780
H -3.046 0.656 1.252
H 4.845 0.404 -3.671
C 0.860 5.892 2.821
C 1.897 -3.103 1.936
H 2.157 6.458 -0.260
H -0.464 -3.706 4.656
C -3.831 2.359 0.213
C -1.252 -3.229 2.724

Record 3
DFT (ωB97M-V/def2-TZVPD) results for C44H32Br4INO3P2S2Sr as an isolated structure in a non-equilibrium geometry.

Total charge: -2
Energy relative to the best compared isomer or geometry (same formula, charge and spin): 19.6 kcal per mole
E_LUMO: 3.05 eV
Gap between HOMO and LUMO: 4.23 eV

CARTESIAN COORDINATES (ANGSTROEM)
C 4.016 0.318 -2.155
S -0.042 2.979 2.098
C 2.367 -1.346 2.639
H 6.095 3.482 -1.735
H -4.255 4.512 -4.378
H 4.298 2.850 -0.137
C 5.775 1.743 -2.962
C -2.055 -0.750 2.378
C -5.259 2.252 -2.064
C -4.190 3.759 -3.601
C 4.269 -4.680 1.011
C -4.255 2.410 1.773
C 0.383 0.598 -3.537
C -4.016 1.846 -1.601
H -0.790 -1.856 -1.113
H 2.792 -6.239 1.016
C -1.446 -1.410 -4.070
C -0.226 -1.395 -4.737
C 3.558 -2.568 0.125
C 1.253 -2.210 -0.717
H 0.009 -2.166 -5.462
C 4.068 -2.543 4.011
O 2.018 -0.369 1.883
C -4.093 4.889 0.552
C -5.324 4.417 0.993
C 3.018 -5.219 0.733
I 5.292 -0.710 -4.693
C 4.523 2.223 -0.994
H -0.474 -3.021 0.208
H -2.350 -2.736 3.123
H -6.357 2.802 1.960
C 2.038 -4.432 0.154
C 5.525 2.575 -1.882
H -1.984 4.488 0.389
C 3.201 -3.600 4.193
Br 3.738 -5.112 5.206
P -1.511 1.794 1.372
C -1.901 0.592 2.695
Sr 1.290 1.189 0.268
H 1.640 -0.364 -4.983
H -2.356 0.390 6.048
C -2.005 0.995 4.025
H -0.257 -3.521 -1.487
H -2.169 -2.192 -4.270
C -5.348 3.208 -3.067
Br 0.719 -5.021 3.774
C -1.734 -0.431 -3.132
C -3.017 2.875 1.338
H -1.835 2.037 4.274
C -2.438 -1.274 4.688
C -2.950 3.355 -3.128
C 2.302 -3.101 -0.159
C 4.538 -3.354 0.704
H -1.907 -1.051 1.348
C -1.321 0.949 -0.074
H -2.675 -0.459 -2.594
O 1.547 -1.103 -1.148
H -4.026 5.851 0.058
C -2.288 0.071 5.015
H -2.037 3.794 -3.515
N 3.781 1.124 -1.118
O 0.369 -2.516 2.161
H -6.219 5.013 0.852
H 5.017 -5.281 1.513
H -2.613 -2.005 5.469
H -4.314 1.432 2.237
H 6.543 1.974 -3.688
S 0.125 3.308 -1.706
C -2.310 -1.685 3.374
C -2.949 4.129 0.733
Br 4.816 0.009 2.840
C 1.923 -3.559 3.606
C 3.618 -1.443 3.244
H -3.912 1.111 -0.809
H 1.080 1.406 -3.340
H 1.048 -4.839 -0.004
C -0.820 0.580 -2.840
P -1.201 1.807 -1.499
H 5.488 -2.911 0.977
C 0.686 -0.384 -4.469
H -6.320 3.532 -3.424
H -6.159 1.833 -1.630
Br 5.821 -2.568 4.727
C -2.850 2.394 -2.127
C -5.402 3.178 1.611
C -0.172 -2.687 -0.786
C 5.002 0.603 -3.085
H 3.713 -1.511 -0.044
C 1.458 -2.497 2.790
H 3.375 -0.553 -2.220

Record 4
DFT (ωB97M-V/def2-TZVPD) results for C44H33GeN4O3S2Ta as an isolated structure.

Energy relative to the best compared isomer or geometry (same formula, charge and spin): 10.1 kcal per mole
E_LUMO: -1.00 eV
Gap between HOMO and LUMO: 5.72 eV

CARTESIAN COORDINATES (ANGSTROEM)
C 3.748 -1.946 -5.066
C 2.684 -2.737 -4.641
H 5.363 -1.877 3.106
H 0.740 6.997 1.210
H 2.356 -6.066 4.872
C 3.891 -5.341 3.560
C -2.054 -2.323 0.107
C 5.677 1.351 1.018
H -1.458 -4.856 2.728
C 5.833 -4.611 -2.969
O -2.358 2.171 0.846
C 6.235 0.072 2.972
C 2.767 -0.026 -4.009
H 6.957 2.055 2.589
N -3.075 1.495 -1.970
H 2.793 1.024 -3.749
N -2.802 -0.860 -1.388
S -1.601 -0.948 1.110
Ge 3.695 -2.343 0.602
C 6.350 1.236 2.226
H 0.818 -2.768 -3.586
H 4.626 0.013 -5.076
C -4.813 1.141 -3.679
C 4.896 0.301 0.556
H 2.670 -3.791 -4.882
H 6.313 -5.121 -3.794
C 1.626 -4.538 3.554
C 2.099 -1.541 -0.143
N 5.676 -3.005 -6.427
H -2.902 3.925 2.548
C -3.893 0.628 -2.712
C 6.038 -3.250 -2.785
H -5.431 0.427 -4.208
C 1.941 -3.657 2.528
H 0.620 -4.569 3.954
H 4.360 0.409 -0.382
H 6.750 -0.018 3.920
H 6.683 -2.709 -3.465
H -4.256 -1.522 -2.776
C 2.601 -5.379 4.071
C -1.732 -3.865 2.368
C 5.417 -2.590 -1.735
H 4.860 -6.373 -2.227
C -1.444 2.998 0.516
H 4.652 -6.000 3.957
N -2.642 -2.181 -1.018
C 3.233 -3.604 2.009
C 4.597 -3.282 -0.844
C -0.206 0.226 -2.062
Ta -1.708 0.727 -0.649
C 4.409 -4.650 -1.031
H 5.757 2.261 0.437
H 0.419 4.834 0.020
C 1.655 -2.167 -3.916
C -1.934 5.812 2.929
C -0.908 6.666 2.545
H -5.591 2.862 -4.637
H -2.749 -3.639 2.679
C 4.817 -2.534 -5.825
C -0.057 6.326 1.500
C -0.231 5.126 0.834
C 3.789 -0.589 -4.747
S -1.606 -3.956 0.572
C 1.685 -0.807 -3.594
H -1.043 -3.131 2.782
C 0.630 -0.243 -2.811
O -0.707 2.660 -0.469
C 5.454 -0.977 2.507
C -3.188 2.854 -2.254
H 3.779 -5.208 -0.347
C -1.259 4.271 1.221
C -4.898 2.465 -3.909
C 4.202 -4.459 2.534
C 4.780 -0.879 1.292
H -4.073 4.414 -3.332
H -2.591 6.085 3.743
C -2.112 4.609 2.268
O 1.241 0.621 0.675
H 1.177 -3.006 2.115
H 1.580 -1.974 -0.987
H -2.530 3.513 -1.710
H 5.211 -4.447 2.134
C -3.714 -0.677 -2.381
C 1.637 -0.403 0.288
H -0.770 7.606 3.064
C 5.018 -5.311 -2.091
C -4.044 3.347 -3.168
H 5.589 -1.527 -1.601

Record 5
DFT (ωB97M-V/def2-TZVPD) results for C44H34BrF4P3Pt as an isolated structure.

Total charge: +4
E_LUMO (alpha / beta): -14.42 / -14.42 eV
Gap between HOMO and LUMO (alpha / beta): 4.98 / 4.98 eV

CARTESIAN COORDINATES (ANGSTROEM)
C 4.424 2.377 -2.467
H 4.178 -0.898 1.140
C 4.475 1.827 -3.750
H -2.130 -2.772 -5.697
H -2.909 1.429 1.416
C -2.991 -1.278 -2.788
C -2.014 -2.235 -4.765
C 3.428 -2.978 -0.818
C -0.859 0.328 4.277
P 2.466 -0.492 -0.443
H 3.954 0.181 -5.034
H -4.506 0.516 3.057
C -1.630 -0.281 5.252
H -3.870 -1.052 -2.198
C 3.797 1.686 -1.453
C 0.936 -4.188 -1.164
Pt 0.511 0.776 -0.183
C -0.748 -1.833 -4.353
C 3.215 0.425 -1.728
C -3.169 0.377 1.395
C 1.219 1.940 2.553
H -4.116 -2.257 -4.319
H 4.407 -2.525 -0.703
C 1.003 -2.827 -0.915
C -2.936 -1.853 0.403
F -3.415 5.318 -3.220
C -3.132 -1.953 -3.988
C -1.303 2.646 -2.124
C -4.392 -1.485 2.277
Br 0.464 2.139 -2.374
H -0.190 2.898 1.193
C -1.703 3.802 -2.746
C -1.708 -0.882 -2.366
H -0.025 -4.667 -1.296
C 2.162 2.156 3.566
C 3.251 -0.112 -3.033
H 2.662 -0.692 3.229
C -0.447 -0.417 3.164
C 3.272 -0.285 1.170
P -1.690 0.162 -0.927
C -1.592 -2.353 4.001
C -2.641 -0.468 0.392
H 3.769 2.104 -0.453
H 1.985 -1.804 2.054
H 2.132 5.541 3.609
C 0.935 4.329 2.307
H -5.115 -1.877 2.982
C 2.483 3.450 3.940
F -5.196 3.796 -1.854
H 0.402 -0.847 -2.850
H 2.048 -6.002 -1.441
C -3.818 -2.348 1.333
C -3.038 4.216 -2.649
C 1.877 4.533 3.308
H -1.866 -3.397 3.918
C -0.589 -1.149 -3.161
C 2.248 -2.220 -0.746
C -3.521 2.254 -1.335
C -0.814 -1.761 3.025
H 0.452 5.173 1.835
C -3.942 3.438 -1.940
C -1.995 -1.616 5.115
H 2.822 -1.087 -3.231
P 0.778 0.271 2.076
H 0.092 -2.249 -0.837
H -1.936 0.279 6.126
H -4.091 -3.395 1.334
C 3.345 -4.337 -1.067
H 2.634 1.329 4.082
C 0.601 3.036 1.933
H -0.558 1.361 4.396
H -0.478 -2.349 2.177
F -0.844 4.536 -3.421
C -2.188 1.832 -1.388
H -2.578 -2.096 5.891
C 2.270 -0.762 2.214
H 4.250 -4.926 -1.126
C -4.058 -0.130 2.314
C 3.887 0.591 -4.035
H 3.202 3.616 4.731
H -2.510 -2.508 -0.346
H 4.892 3.333 -2.273
F -4.456 1.515 -0.759
H 3.572 0.751 1.330
C 2.103 -4.939 -1.242
H 4.990 2.363 -4.538
H 0.113 -2.050 -4.970

| no. | total energy (eV) |
| --- | --- |
| 1 | -171690.4199 |
| 2 | -153324.6234 |
| 3 | -383140.7423 |
| 4 | -138004.6727 |
| 5 | -158165.7539 |